C4H6N2O | ωB97M-V/def2-TZVPD

Its largest force on an atom is 0.00736 Eh/bohr. The calculation puts the orbital gap at 8.10 eV. Its energy is -9268.3057 eV. The calculation puts the energy relative to the best compared isomer or geometry (same formula, charge and spin) at 119.8 kcal per mole.

Last column: Mulliken charge in e.
Cartesian coordinates (Å):
C (-2.36179, -0.07365, -0.03478)  -0.97
C (-0.86756, 0.04014, -0.13210)  0.75
N (-0.31696, -0.04810, -1.38097)  -0.11
O (0.93796, 0.05880, -1.37781)  -0.23
C (1.32353, 0.40225, 0.28093)  0.33
N (2.43760, -0.31681, 0.66900)  -0.49
C (0.03853, 0.26262, 0.89867)  -0.92
H (-2.76683, -0.65364, -0.86924)  0.33
H (-2.63874, -0.55474, 0.90607)  0.30
H (-2.83242, 0.91589, -0.05219)  0.21
H (3.26074, -0.15933, 0.10486)  0.23
H (2.26886, -1.29942, 0.83737)  0.24
H (1.53914, 1.46100, 0.08904)  0.34